The following is a DFT calculation (ωB97M-V/def2-TZVPD) of an isolated molecule of C5H9NO2.

Its structure (SMILES) is [H]/N=C(\C)CCC(=O)O. Its total energy is -10916.359 eV. The calculation puts the HOMO energy at -9.8 eV.

```
! wB97M-V def2-TZVPD RIJCOSX def2/J DEFGRID3
* xyz 0 1
C 1.3367 1.0358 1.0202
C -0.4136 -1.7045 -0.3520
C 0.4879 1.0322 -0.2247
O -1.0253 -1.8625 -1.5279
N 0.8976 1.2801 -1.3907
O 0.6003 -2.2735 -0.0525
H -0.5378 -2.4874 -2.0841
H 1.8881 1.5250 -1.4628
H 1.9407 0.1198 1.0464
H 2.0179 1.8872 1.0063
H 0.7405 1.0836 1.9266
C -0.9661 0.6868 -0.0627
C -1.1459 -0.7194 0.5278
H -0.7447 -0.7775 1.5357
H -1.4395 1.4203 0.5955
H -1.4299 0.7356 -1.0484
H -2.2069 -0.9815 0.5475
*
```


The following is a DFT calculation (ωB97M-V/def2-TZVPD) of a structure of composition C5H9NO2.

Its total energy is -10907.588 eV. The calculation puts the HOMO energy at -8.6 eV.

```
! wB97M-V def2-TZVPD RIJCOSX def2/J DEFGRID3
* xyz 0 1
C 2.6737 -0.3006 0.1756
C 1.2132 -0.0704 0.0004
C 0.6610 1.1761 -0.3691
C -0.8055 1.3961 -0.5503
C 0.3731 -1.1799 -0.1680
H 3.1643 -0.6157 -0.8177
H 2.7821 -1.2070 1.0022
H 3.4825 0.5914 0.7684
H 1.2441 2.2271 -0.1843
H -1.3281 0.5074 -0.9772
H -0.9579 2.3467 -1.3133
H -1.6273 0.8457 1.1049
H 1.0816 -2.0351 -0.1677
H -2.8347 -1.1283 -0.3852
N -0.8101 -0.8521 0.1054
O -1.2827 1.7358 0.6991
O -1.7209 -1.9478 0.0133
*
```


The following is a DFT calculation (ωB97M-V/def2-TZVPD) of a cluster of 2 separate species, C5H9NO2 in total.

Its structure (SMILES) is CC(C)=O.N=C=CO. Its total energy is -10912.786 eV. The calculation puts the HOMO energy at -8.7 eV.

```
! wB97M-V def2-TZVPD RIJCOSX def2/J DEFGRID3
* xyz 0 1
C 2.0185 0.5786 -0.4917
C -0.9719 -0.4328 -1.0015
C -1.5370 0.9269 1.0172
C 1.6011 -0.1643 0.4884
C -0.9863 -0.3886 0.5408
N 2.4902 0.9513 -1.5419
O 1.9153 -1.5740 0.6000
O -0.8128 -1.3170 1.3048
H -0.1237 0.1923 -1.2054
H -0.7324 -1.4108 -1.4954
H -1.8234 0.0333 -1.4212
H -1.5933 1.5722 0.1969
H -0.9341 1.4379 1.7856
H -2.5710 0.7731 1.4152
H 1.1156 0.0467 1.3488
H 1.0843 -2.0529 0.8810
H 1.8609 0.8280 -2.4217
*
```


The following is a DFT calculation (ωB97M-V/def2-TZVPD) of an isolated molecule of C5H9NO2.

Its structure (SMILES) is C=NOCO/C=C\C. Its total energy is -10912.253 eV. The calculation puts the HOMO energy at -8.5 eV.

```
! wB97M-V def2-TZVPD RIJCOSX def2/J DEFGRID3
* xyz 0 1
C -3.0432 0.2303 -1.0141
C -1.9122 1.0982 -0.5867
C -1.0090 0.8198 0.3803
C 0.4859 -0.4296 1.3989
C 2.9148 -0.5304 -1.0335
H -3.3191 0.5813 -2.0570
H -2.7332 -0.8350 -1.1071
H -3.8066 0.2674 -0.2225
H -2.0786 2.1513 -0.8533
H -0.3990 1.5479 0.9409
H 0.4188 0.1979 2.2535
H 0.7357 -1.4220 1.6231
H 3.4357 0.4373 -0.8443
H 3.2848 -1.1118 -1.8193
N 1.8039 -0.8228 -0.4954
O -0.6987 -0.4630 0.7009
O 1.6007 0.0649 0.6346
*
```


The following is a DFT calculation (ωB97M-V/def2-TZVPD) of an isolated molecule of C5H9NO2S.

Its total energy is -21748.045 eV. The calculation puts the HOMO energy (alpha / beta) at -8.6 / -7.0 eV.

```
! wB97M-V def2-TZVPD RIJCOSX def2/J DEFGRID3
* xyz 0 1
C 2.4981 0.5309 -0.0910
C 0.7726 -1.4998 -0.4858
C -0.2179 -0.4592 0.0711
C -1.6268 -1.0879 -0.1242
C -0.3972 1.9706 -0.0768
N -0.1303 0.7146 -0.6922
O 2.9594 1.5924 0.0656
O 0.0686 -0.3507 1.4597
S 2.5249 -1.0919 -0.0589
H 0.5996 -2.4838 -0.0593
H 0.7044 -1.5291 -1.5695
H -1.6970 -2.0296 0.4134
H -1.8221 -1.2317 -1.1802
H -2.3645 -0.3980 0.2776
H 0.4614 2.3620 0.4930
H -0.6130 2.6821 -0.8752
H -1.2615 1.9409 0.6071
H -0.4587 0.3683 1.8256
*
```


The following is a DFT calculation (ωB97M-V/def2-TZVPD) of an isolated molecule of C5H9NO2S.

Its total energy is -21745.333 eV. The calculation puts the HOMO energy (alpha / beta) at -7.7 / -7.7 eV.

```
! wB97M-V def2-TZVPD RIJCOSX def2/J DEFGRID3
* xyz 0 1
C -1.3773 -0.9448 -0.9979
C -0.1470 -0.9512 -0.6799
C -3.5088 0.5512 0.6571
C 1.5725 0.5222 -1.2703
C 1.4793 -0.2903 1.0274
N 0.9405 -0.3561 -0.3247
O -2.4417 1.1493 -1.7487
O -1.1530 1.4572 0.3289
S -2.1814 0.8040 -0.3999
H -2.0685 -1.4831 -1.5346
H -4.2303 0.1396 0.1066
H -3.1643 0.0876 1.5969
H 2.0165 1.3546 -0.8084
H 2.3303 0.0144 -1.7768
H 0.9668 1.0641 -1.9722
H 2.0916 -1.2983 1.2165
H 2.1543 0.5360 1.0770
H 0.6993 -0.1794 1.7277
*
```


The following is a DFT calculation (ωB97M-V/def2-TZVPD) of an isolated molecule of C5H9NO2S.

Its structure (SMILES) is CC(C)/C(S)=N/OC=O. Its total energy is -21748.083 eV. The calculation puts the HOMO energy at -10.0 eV.

```
! wB97M-V def2-TZVPD RIJCOSX def2/J DEFGRID3
* xyz 0 1
C 2.2793 2.3348 -0.1258
C 0.3465 0.1418 -0.5904
C -0.4367 -1.2166 1.2404
C -2.1894 -0.2694 -0.3634
C -0.7853 -0.8405 -0.2015
N 0.1630 1.3989 -0.5969
O 1.1936 2.3171 -0.9347
O 3.3430 2.8936 -0.3685
S 1.9181 -0.6088 -0.7673
H 2.2876 1.7872 0.8463
H 0.6641 -1.1519 1.3663
H -0.9510 -0.3780 1.9894
H -0.8169 -2.2353 1.5510
H -2.1813 0.7620 -0.2412
H -2.4871 -0.4044 -1.3790
H -2.9577 -0.9731 0.2079
H -0.5944 -1.6938 -0.9068
H 1.2045 -1.8637 -0.7258
*
```